1.
The following is a quantum chemistry calculation of a structure of composition C54H45CsN6O6S in a non-equilibrium geometry, from the Open Molecules 2025 dataset.

```
113
Properties=species:S:1:pos:R:3:forces:R:3:mulliken_charge:R:1
Cs -1.73041 -1.10449 -0.34697 0.1078 0.2684 0.1478 1.462
S -3.02353 -4.30875 -4.52084 0.3951 0.0078 0.4026 -0.529
O 5.30407 -6.55321 3.04544 -0.0278 0.7661 -0.3859 -0.397
O 5.28978 1.46622 -6.21085 -1.9635 -0.3223 -0.4176 -0.472
O -5.18568 7.94524 0.34256 -1.7460 1.5841 -0.5341 -0.484
O 0.58068 -0.48291 -7.47107 -0.6095 1.0489 0.1737 -0.765
O -4.28852 -0.15197 9.11986 0.7910 0.7618 0.4728 -0.470
O 2.21834 -1.88583 -8.14675 -0.6174 0.4818 0.6202 -0.783
N -1.79782 1.32964 1.91398 -1.5128 -0.9790 0.9820 -0.315
N -0.36069 -1.22427 2.29338 0.3877 -0.1537 0.8755 0.163
N 1.19031 -0.56640 -0.27881 -0.9852 -0.7311 1.7755 -0.245
N -0.27486 -2.00865 -5.62256 0.5412 1.3463 2.1126 0.245
N -1.64834 -3.92484 -2.07152 0.3895 -0.0702 1.0242 -0.614
N -0.51595 1.69956 -0.83279 -1.0648 1.4553 0.1252 0.106
C -4.30129 6.14386 -0.94224 0.0057 -1.1849 0.5844 -0.410
C 3.22946 -1.64525 -0.51789 -1.4154 0.6575 1.8695 -1.927
C 3.63101 1.70425 -3.00164 1.0386 -0.1293 2.1511 -0.184
C -2.81887 0.86836 7.43629 -0.1261 1.7867 2.0694 -0.916
C 5.00735 -4.07197 2.77881 0.1483 -0.8890 -0.2291 -0.799
C 2.79347 -3.39538 1.85590 0.1638 1.6199 0.9064 -0.484
C -3.62374 4.94795 -0.88146 1.1825 -0.6795 1.4897 -1.123
C 6.62287 -6.36286 3.46717 0.5301 -0.7620 0.6768 -0.799
C -3.67149 1.52084 3.22947 -1.4726 0.9855 1.1041 -0.718
C -2.23401 -4.16324 -3.03950 -0.7328 0.1115 -1.4499 0.331
C 1.90999 1.20739 -4.53180 0.2559 0.0317 -1.6053 0.433
C -3.61615 -0.16444 7.92734 0.5587 -0.4419 -1.9129 0.582
C 1.80686 -0.11987 -1.34847 0.2954 2.2361 -0.6022 0.475
C -3.83897 2.43832 2.27820 1.6430 -0.0065 -3.3792 -1.507
C -2.64480 2.19667 1.33599 -0.0630 0.5578 2.8523 0.194
C 1.72882 -2.25889 1.52131 0.7929 -1.2289 0.2726 0.841
C 4.16168 1.52785 -5.33344 2.5029 -1.0141 1.2279 0.687
C 0.36395 3.36809 -2.17761 -0.9749 -0.4804 -0.8754 -1.519
C 2.45393 -4.72385 1.80595 0.8506 0.1479 -0.1322 -0.206
C 4.61090 1.67302 -3.94400 -0.1063 0.0207 -3.2029 -0.778
C 0.95073 -2.48053 -6.29826 0.6423 1.8360 1.8630 -0.290
C 1.05084 -2.96141 -3.96324 1.5178 0.2264 1.3432 -0.387
C 1.97566 -1.47746 0.37285 1.0901 -1.0107 -1.3285 -0.331
C 0.61197 -2.16569 2.45861 -0.1683 1.0289 -1.1110 0.092
C -2.44338 0.89139 3.10458 3.0803 -1.2127 -2.2661 -0.241
C 2.85082 1.25723 -5.64981 -0.4409 0.5922 1.4995 -1.177
C -3.98652 6.31240 1.44441 1.5961 -1.9679 0.1761 -0.888
C -0.02736 -1.95741 -4.08807 -1.3994 1.0859 -0.2482 0.087
C 4.59125 -5.41409 2.64390 1.0336 -0.4854 0.5167 1.064
C -3.01545 4.37678 0.28016 -0.4457 1.2718 -0.6558 0.064
C -1.92710 -0.16422 3.91747 -0.8496 1.1376 -0.9320 0.971
C 1.48716 1.11152 -2.04576 -1.3925 -2.9351 0.9645 0.336
C 3.08742 -0.78466 -1.52812 -0.4648 -0.7939 0.7648 -0.600
C -3.71961 -1.28624 7.10354 -0.2444 -0.4533 1.1025 -0.333
C -3.11076 -1.29862 5.84835 -0.6365 -0.1096 0.0890 -0.459
C 1.27258 -1.50477 -7.40485 1.8164 -0.9854 -1.5947 0.478
C -5.67112 -0.26571 8.96998 -1.0960 -1.1133 1.6954 -0.832
C -3.13891 5.16715 1.43641 -0.6968 -0.4646 0.0678 -0.380
C -0.72251 3.86669 -1.58801 0.2154 0.4763 0.9270 -1.175
C -4.52999 6.76499 0.26866 -0.0174 0.9081 -0.4247 0.970
C -2.26820 3.05663 0.28397 0.1592 1.8214 -1.2159 1.014
C 0.45137 -2.80565 3.74296 1.2469 -0.5331 0.4844 -1.418
C 1.94091 -2.50472 -5.11243 2.4715 -0.9654 -0.8662 0.037
C 3.35814 -5.72896 2.15311 -1.1722 1.1593 0.1516 -0.971
C 0.39733 1.92890 -1.78007 0.4625 1.4844 1.3577 0.451
C -1.21137 2.92757 -0.63475 -0.7054 -3.2785 0.2731 0.025
C -2.30982 0.91173 6.16062 0.9801 0.0370 -1.3996 0.137
C 4.07852 -3.12252 2.41781 -1.5492 1.1728 -0.9498 -0.373
C -6.05748 8.34646 -0.76702 3.3806 -1.6363 -0.5043 -0.847
C 2.28580 1.32801 -3.19381 1.7860 1.4721 -3.2386 -0.286
C -1.00354 -1.13579 3.51484 -0.3704 0.6886 -1.0080 0.348
C -2.48668 -0.15006 5.28991 -0.3895 -2.3357 0.7628 -0.281
C 5.08480 0.64840 -7.38688 -0.6862 0.4995 -0.5406 -0.688
C -0.54338 -2.13172 4.38663 1.3284 -1.1552 0.7895 -0.885
H -1.63516 1.68664 5.73074 -0.8090 -0.1549 0.9353 0.456
H 0.67922 -3.98107 -4.10608 -0.0973 0.1447 -0.2257 0.315
H 7.14598 -7.37271 3.40790 -0.6443 1.4071 0.3186 0.217
H -4.24714 -2.14583 7.62250 0.7113 0.7170 -1.3277 0.200
H -4.60969 3.15775 2.05085 -0.3235 -0.3348 0.2732 0.528
H 2.51906 1.09894 -6.67803 -0.0776 -0.0091 0.4181 0.438
H -6.03618 0.16423 8.08645 -0.2873 1.0553 -1.3850 0.385
H 0.22697 -0.88934 -3.73039 -0.1985 -1.7488 -0.7816 -0.555
H 6.02399 -3.78254 3.07809 -0.6540 -0.1817 0.1243 0.244
H -3.17241 -2.24684 5.32277 0.0846 0.3283 -0.3920 0.534
H -2.56682 1.71336 8.11041 -0.4100 -0.5278 -0.3951 0.309
H 4.64905 -0.32456 -7.13411 0.3969 -0.0319 0.1568 0.275
H 1.53092 -2.96987 -2.95528 -0.2513 0.3001 -0.7558 0.175
H -1.09215 -2.55941 -5.74601 -1.0042 -0.7923 -0.3865 0.287
H -6.55301 9.20757 -0.46511 -0.9212 1.4027 0.6112 0.267
H 7.15509 -5.63325 2.89173 0.4062 0.1816 -1.0511 0.320
H -4.73604 6.43523 -1.87876 -0.0318 0.3469 -0.1430 0.357
H -4.19518 6.77940 2.37937 -0.0831 0.5871 0.3485 0.451
H -1.06600 4.85131 -1.70003 -0.3587 1.2153 -0.0163 0.591
H 2.38155 -1.47821 -5.03359 -0.6035 -0.6718 0.4987 -0.391
H -3.44499 4.43127 -1.76393 0.0458 -0.9958 -1.6411 0.705
H 2.87490 -3.16819 -5.25716 -1.6692 0.7874 -0.1287 0.361
H 0.75108 -3.40939 -6.66309 -0.2931 -2.6778 -1.1342 0.550
H 4.23791 -2.06206 2.54137 0.6318 0.1340 0.0838 0.478
H -6.70019 7.53427 -1.02308 -0.7785 -0.5126 -0.0563 0.387
H 4.36607 1.03456 -8.17227 0.6182 0.2324 1.0501 0.279
H -4.42895 1.32465 3.93069 -0.5606 -0.3243 1.2144 0.642
H 1.47151 -4.90759 1.49263 -1.2412 -0.8161 -0.4709 0.649
H 6.05669 0.57974 -7.88510 -0.1231 -0.2057 0.2971 0.269
H 4.15489 -2.06428 -0.21052 0.4596 -0.8316 0.0335 0.561
H 1.13541 -3.55092 4.19758 -0.6420 0.4936 -0.4816 0.315
H -5.98903 -1.33109 8.88263 0.1594 0.4897 0.4560 0.289
H -2.65371 4.74455 2.34305 -0.5326 0.7619 -0.5051 0.547
H -5.43405 8.55537 -1.68999 -0.5861 -0.0125 0.9782 0.256
H 0.86870 1.08918 -4.87411 0.4084 -0.2258 0.6185 0.508
H 6.67035 -5.89039 4.46337 -0.1157 -0.6842 0.1906 0.327
H -6.18491 0.22851 9.84155 0.6062 -0.6223 -0.7176 0.244
H -0.98043 -2.28398 -3.69177 0.0250 0.2305 0.4739 0.039
H 3.02388 -6.73034 2.20099 -0.1036 -0.9898 -0.1870 0.408
H -0.40485 -1.05761 -5.95991 -0.2370 0.4547 -0.7666 0.326
H 5.73118 1.66163 -3.83800 -1.4431 0.4808 0.3732 0.339
H 3.91758 1.91972 -1.94635 -0.1647 -0.3673 -0.7899 0.321
H 0.85585 4.03123 -2.86542 0.8518 -0.6439 -0.4320 0.405
H -0.76865 -2.25719 5.42749 -0.2523 -0.0303 0.1783 0.479
H 3.84127 -0.60819 -2.22315 0.8486 0.3770 -1.1955 0.604
```
Forces are in eV/Å.

The max |F| is 4.012 eV/A. As for the total charge: -2. As for the frontier orbital gap (alpha / beta): 5.1279 / 5.1273 eV. The value obtained for the energy is -3282.96311 a.u. As for the molecular weight: 1038.962 g mol⁻¹.

=====

2.
The following is a quantum chemistry calculation of a structure of composition C25H16ClN3OPtS2, from the Open Molecules 2025 dataset.

```
49
Properties=species:S:1:pos:R:3:forces:R:3:mulliken_charge:R:1
Pt 0.63107 -0.70778 0.79558 -0.0429 0.0939 -0.1796 1.158
Cl -6.11315 0.01926 3.90997 -0.0476 0.0068 0.0333 -0.241
S 1.78598 -0.04322 2.50875 -0.1068 0.1063 -0.0720 -0.248
S 3.77603 -1.25732 -2.47265 -0.1543 -0.0412 0.0567 -0.271
O -1.04279 -1.79816 1.61949 0.0413 -0.1976 -0.0160 -0.755
N 1.49758 -2.76938 0.43242 -0.0076 0.0094 0.0194 -0.272
N -1.15191 0.54447 -0.01628 0.1067 0.0223 0.4378 -0.012
N 0.27799 2.84803 0.56063 0.0534 0.0588 0.0787 -0.365
C 1.96804 -0.35304 -0.82988 0.1982 -0.4082 -0.0349 -0.672
C 1.01348 3.89876 0.81763 -0.0846 -0.0935 0.0505 -0.421
C -0.96883 2.15895 -3.34676 0.0255 0.1024 -0.1083 -0.790
C 0.18289 3.56013 -1.76800 0.0068 -0.0979 0.1783 1.271
C 3.45197 0.42078 -2.45719 0.1391 -0.0315 -0.0449 -0.573
C 2.53758 -5.17654 -0.34977 0.0264 0.0318 -0.0350 -0.247
C -0.12873 2.65759 -0.71931 0.0315 0.0889 -0.1656 0.048
C -1.27242 1.24830 -2.31732 0.0058 -0.0698 0.1627 -0.275
C -3.99297 -1.66937 3.67067 0.0432 0.0323 -0.0509 -0.608
C 2.50589 0.75971 -1.53922 -0.1437 0.1074 0.0322 0.035
C -0.87379 1.48495 -1.02851 -0.0080 0.0824 -0.2987 -0.272
C 0.96694 4.68775 -1.43741 0.0248 0.0027 0.0806 -0.692
C 1.39217 4.85152 -0.15133 0.0366 0.1079 -0.0859 -0.492
C 1.15310 -3.87945 1.08245 0.0493 0.0323 -0.0586 -0.068
C -2.14847 -1.34059 2.10192 -0.1042 0.0824 0.0428 0.383
C -2.78144 -0.14563 1.66250 0.0198 -0.2317 0.2579 0.484
C -2.80521 -2.07756 3.12650 0.0322 -0.0408 -0.0231 -0.436
C 2.59116 -1.51618 -1.23347 0.0691 0.3561 -0.0769 0.119
C -2.25469 0.68736 0.62816 -0.0993 0.1721 -0.1852 0.115
C -4.60046 -0.48968 3.21830 0.0050 -0.0475 0.0243 0.231
C -4.00701 0.24997 2.23833 0.0287 0.1315 -0.1144 -1.091
C 2.33305 -2.80316 -0.62052 -0.0394 -0.2661 0.1490 1.344
C 2.87603 -4.02356 -1.03022 -0.0096 0.0644 -0.0215 -0.976
C -0.25743 3.29368 -3.08336 -0.0446 -0.0532 -0.0822 -0.956
C 1.65810 -5.11329 0.72530 -0.0056 -0.0402 0.0155 -0.840
H 2.21729 1.78815 -1.37473 -0.0455 -0.0258 -0.0180 0.285
H -1.30287 1.94470 -4.35411 0.0157 0.0130 0.0168 0.407
H 3.54792 -4.05016 -1.87816 -0.0116 -0.0204 0.0125 0.321
H -2.32466 -2.98517 3.46966 -0.0084 0.0177 -0.0147 0.393
H -4.48321 1.16044 1.89007 0.0261 -0.0392 0.0152 0.397
H 1.33305 4.02326 1.84822 0.0053 -0.0132 -0.0249 0.433
H -4.46829 -2.24934 4.45115 0.0000 0.0091 -0.0080 0.397
H 1.22921 5.39778 -2.21349 0.0007 -0.0066 0.0199 0.408
H 0.44961 -3.74561 1.89383 -0.0004 0.0147 -0.0030 0.467
H 2.00733 5.69395 0.13734 -0.0250 -0.0180 -0.0101 0.399
H -0.01184 3.99525 -3.87170 -0.0086 -0.0153 0.0035 0.410
H -2.89349 1.53453 0.35519 0.0233 -0.0307 -0.0194 0.319
H 2.95297 -6.12758 -0.65902 -0.0057 0.0197 0.0034 0.418
H 3.99223 1.07461 -3.12663 -0.0240 -0.0159 0.0549 0.463
H 1.37006 -5.99948 1.27314 0.0025 0.0242 -0.0080 0.390
H -1.81508 0.33740 -2.53816 0.0107 0.0139 0.0140 0.479
```
Forces are in eV/Å.

Its multiplicity is 5. The max |F| is 0.455 eV/A. As for the frontier orbital gap (alpha / beta): 6.6981 / 6.1101 eV. The value obtained for the energy is -2577.57780 a.u. For the relative energy (zero: lowest compared OMol25 entry of this formula, charge and spin), the calculation gives 0.0 kcal per mole. The expectation value of S² is 6.018. As for the molecular weight: 669.088 g mol⁻¹.

=====

3.
The following is a quantum chemistry calculation of a structure of composition C4H28BO22 in a non-equilibrium geometry, from the Open Molecules 2025 dataset.

```
55
Properties=species:S:1:pos:R:3:forces:R:3:mulliken_charge:R:1
O 0.73773 -1.35815 2.63485 0.0633 -0.1953 1.0921 -0.638
O 0.08773 3.54285 -1.98015 -0.1387 -0.4561 0.7028 -0.763
O -2.14527 1.11485 -1.27415 -0.5259 -2.9549 -1.1571 -0.535
O 0.02973 1.36385 -2.16615 0.2723 -3.5300 -0.3282 -0.550
O 0.88773 2.50585 0.80285 -0.1226 -1.8066 1.3752 -0.408
O 2.52273 0.60785 -0.52815 0.3306 -0.5452 -0.1214 -0.703
O 2.82473 3.12285 -2.94415 0.1714 -1.5962 1.5024 -0.609
O 1.87673 4.93985 0.09185 1.2061 -0.8574 1.0312 -0.613
O -1.29327 0.40585 2.35285 -0.0132 0.2229 0.0538 -0.747
O -0.13427 -2.67915 -2.62515 -1.1156 -0.0963 0.6281 -0.785
O -1.16327 -0.78915 -2.51515 -2.4099 3.7593 -1.2717 -0.538
O -0.39827 -0.24415 -0.42115 0.4040 3.1778 0.6668 -0.056
O 0.18973 -5.49715 1.48885 0.7203 -0.3593 -0.3468 -0.673
O -2.41627 3.15285 -0.58415 0.3651 -0.6211 -2.5189 -0.788
O 2.44973 -3.11015 1.05585 0.2296 0.2273 1.6787 -0.744
O -1.38827 5.09785 0.68985 0.6243 0.6580 0.1754 -0.671
O -0.13227 -2.32915 0.20685 1.1077 0.1984 -0.3361 0.545
O -1.61827 -3.05315 2.51385 -0.6411 -2.0020 2.1794 -0.711
O 2.66073 -2.30015 -1.56715 -0.6982 -0.9851 -1.0980 -0.728
O -3.70827 3.80485 1.55285 -0.9499 -0.0386 0.5612 -0.688
O 0.76973 -5.03515 -1.36615 0.9528 0.3657 -1.3238 -0.743
O -2.13327 -4.52515 -0.05415 -0.3291 -1.7763 -1.5504 -0.608
C -0.59827 -1.75615 -1.96115 4.0735 -4.6285 -4.7220 0.407
C -0.43027 2.45485 -1.77315 0.6209 5.4537 -2.0463 0.850
C -1.81727 2.32685 -1.27815 -1.0009 2.3697 4.1104 0.591
C -0.16727 -1.47415 -0.64915 -2.0529 -2.7784 4.4983 0.725
B -0.92827 0.34785 -1.64715 -0.1667 -0.1709 0.2881 0.724
H -2.64227 -4.22615 -0.82015 0.2723 0.2866 0.5730 0.291
H 0.83773 3.38385 0.47685 0.1965 1.6526 -0.5136 0.186
H -1.77027 4.49185 0.03585 0.2095 -0.0733 -0.1042 0.428
H 1.29273 2.59385 1.68985 -0.3520 -0.0730 -0.8130 0.214
H -3.66627 3.39085 0.68585 0.0109 -0.0237 0.0110 0.439
H -2.00227 -3.85715 0.58785 -0.0724 1.4869 1.0221 0.278
H 1.89473 1.34885 -0.54915 0.3108 -0.3557 0.5510 0.192
H 1.95573 3.38185 -2.63315 -0.4615 0.3467 -0.1267 0.408
H 0.68973 -4.23715 -1.92515 0.2432 -0.5501 0.2810 0.415
H 2.56073 -2.98815 0.13685 0.3198 -0.5791 -2.0672 0.500
H -2.22727 0.58085 2.24285 -0.4026 -0.1113 0.0764 0.339
H -2.10727 5.71085 0.84785 -0.0949 0.1809 0.2096 0.294
H 1.98573 -2.29415 1.25085 -0.3953 -0.0380 0.8234 0.194
H -0.47927 -5.42915 2.15085 -0.7712 0.1162 0.4524 0.289
H 1.90973 -2.16415 -2.18615 0.8559 -0.0356 0.6365 0.310
H 1.19973 5.46685 -0.26715 -1.4249 1.1340 -0.7837 0.271
H -2.81027 3.73785 1.87385 0.3771 0.1182 0.0599 0.329
H -0.93227 -2.45815 2.28685 1.4205 1.0312 -0.7934 0.344
H 2.70273 5.18985 -0.32015 0.0959 -0.0378 -0.2467 0.276
H 3.12673 3.68085 -3.61815 0.2584 1.3322 -1.3826 0.253
H 0.01173 -4.92215 -0.82515 -1.2608 -0.2198 0.6915 0.283
H 0.55973 -1.47415 3.59385 0.2793 0.3223 -0.9562 0.268
H 2.55973 0.25785 0.37585 -0.3017 0.5242 -0.2588 0.330
H -0.00227 -4.79515 0.85685 0.2679 0.0893 0.3977 0.192
H -0.01127 -0.84015 2.30285 0.0103 0.1384 0.2962 0.336
H -1.20327 -3.51715 3.30185 -0.9315 0.6901 -1.4878 0.265
H -0.89927 0.81785 1.57885 0.2951 0.2667 -0.2563 0.213
H 2.90173 -1.46915 -1.18815 0.0681 1.3463 -0.0145 0.322
```
Forces are in eV/Å.

The max |F| is 7.766 eV/A. As for the total charge: -1. As for the frontier orbital gap: 8.8943 eV. The value obtained for the energy is -1849.64214 a.u. For the relative energy (zero: lowest compared OMol25 entry of this formula, charge and spin), the calculation gives 65.6 kcal per mole. As for the molecular weight: 439.058 g mol⁻¹.

=====

4.
The following is a quantum chemistry calculation of a cluster of 2 separate species, C2H3O2S in total in a non-equilibrium geometry, from the Open Molecules 2025 dataset.

```
8
Properties=species:S:1:pos:R:3:forces:R:3:mulliken_charge:R:1
S 1.20402 -0.43896 0.43265 4.3943 0.3200 1.1831 -0.131
O -1.19845 1.47333 -0.56022 2.2782 3.7160 -1.1136 -0.845
O 1.53617 1.94694 -0.78470 0.6334 -0.9830 0.2959 -0.343
C -0.15016 -1.35018 0.49192 -1.2167 -0.1408 1.3708 -0.817
C 0.88689 1.24630 -0.06999 -2.7153 2.4682 -0.5448 0.145
H -0.47481 -1.96163 1.30986 0.1208 -0.0862 0.2719 0.341
H -1.49459 0.65604 -0.33969 -1.3996 -4.0052 1.2564 0.242
H -0.30907 -1.57183 -0.47982 -2.0952 -1.2891 -2.7197 0.408
```
Forces are in eV/Å.

Its multiplicity is 3. The max |F| is 4.562 eV/A. As for the total charge: -1. As for the frontier orbital gap (alpha / beta): 4.8953 / 6.4092 eV. The value obtained for the energy is -626.51218 a.u. For the relative energy (zero: lowest compared OMol25 entry of this formula, charge and spin), the calculation gives 38.5 kcal per mole. The expectation value of S² is 2.014. As for the molecular weight: 91.111 g mol⁻¹.

=====

> What is the formula in the third record?

C4H28BO22